Here is C35H22BrF15GeN5NiS as an isolated structure from the OMol25 dataset. Energies are from ωB97M-V/def2-TZVPD.

**Net charge**: +1
**Orbital gap (alpha / beta)**: 6.8 / 6.8 eV
**HOMO energy (alpha / beta)**: -11.006 / -11.004 eV
**ΔE to the lowest compared entry with this formula, charge and spin**: 16.0 kJ/mol

Cartesian coordinates (Å):
Ni (-0.311, 0.484, 0.075)
Br (5.357, 0.354, -4.733)
C (4.237, 0.423, -3.222)
C (4.753, 0.839, -2.003)
C (3.934, 0.896, -0.892)
C (2.584, 0.548, -0.989)
C (2.088, 0.122, -2.217)
C (2.907, 0.057, -3.331)
N (1.684, 0.604, 0.127)
C (2.113, 0.964, 1.278)
C (1.199, 0.950, 2.412)
C (1.597, 1.234, 3.706)
C (0.647, 1.157, 4.717)
C (-0.650, 0.802, 4.395)
C (-0.967, 0.541, 3.069)
N (-0.065, 0.619, 2.100)
H (5.795, 1.118, -1.923)
H (4.384, 1.220, 0.037)
H (1.050, -0.140, -2.322)
H (2.507, -0.266, -4.284)
H (3.139, 1.260, 1.462)
H (2.623, 1.508, 3.917)
H (0.920, 1.371, 5.742)
H (-1.417, 0.726, 5.154)
H (-1.968, 0.265, 2.765)
C (-4.877, 0.250, 0.714)
N (-4.343, -0.565, -0.364)
C (-5.229, -0.700, -1.522)
C (-2.990, -0.654, -0.523)
N (-2.180, 0.168, 0.105)
N (-2.522, -1.643, -1.334)
C (-1.147, -1.588, -1.789)
C (-3.199, -2.930, -1.460)
H (-5.907, -0.054, 0.896)
H (-4.878, 1.320, 0.474)
H (-4.308, 0.088, 1.628)
H (-5.656, 0.274, -1.772)
H (-6.043, -1.394, -1.306)
H (-4.676, -1.057, -2.383)
H (-2.671, 0.969, 0.446)
H (-0.977, -0.659, -2.329)
H (-0.961, -2.415, -2.468)
H (-0.428, -1.688, -0.967)
H (-4.107, -2.929, -0.867)
H (-2.544, -3.720, -1.089)
H (-3.449, -3.143, -2.499)
F (-0.247, 6.690, 0.743)
C (-1.095, 5.897, 1.412)
C (-1.212, 4.568, 1.027)
C (-2.064, 3.811, 1.798)
F (-2.241, 2.508, 1.530)
C (-2.774, 4.311, 2.872)
F (-3.582, 3.512, 3.571)
C (-2.636, 5.644, 3.215)
F (-3.303, 6.141, 4.239)
C (-1.783, 6.448, 2.476)
F (-1.625, 7.723, 2.798)
Ge (-0.170, 4.033, -0.567)
S (-0.386, 2.104, -1.548)
C (1.753, 4.058, -0.108)
C (2.680, 3.818, -1.114)
F (2.265, 3.670, -2.372)
C (4.039, 3.734, -0.876)
F (4.892, 3.500, -1.867)
C (4.510, 3.890, 0.420)
F (5.806, 3.800, 0.670)
C (3.617, 4.128, 1.451)
F (4.058, 4.262, 2.702)
C (2.263, 4.208, 1.168)
F (1.435, 4.408, 2.206)
C (-0.683, 5.396, -1.862)
C (0.173, 6.331, -2.416)
F (1.455, 6.376, -2.030)
C (-0.249, 7.256, -3.354)
F (0.602, 8.139, -3.864)
C (-1.578, 7.258, -3.754)
F (-1.998, 8.134, -4.646)
C (-2.466, 6.345, -3.208)
F (-3.742, 6.349, -3.577)
C (-2.003, 5.439, -2.275)
F (-2.876, 4.573, -1.741)

Cartesian forces, eV/Å:
Ni 0.609 0.710 -0.018
Br -0.014 0.011 0.026
C 0.017 -0.002 0.021
C 0.081 -0.263 -0.008
C -0.071 -0.338 -0.002
C 0.004 -0.115 -0.128
C 0.136 0.017 0.112
C -0.043 -0.027 -0.055
N -0.104 0.411 0.087
C -0.053 -0.238 -0.104
C -0.097 0.120 0.081
C -0.035 0.048 -0.048
C 0.041 0.011 0.026
C -0.059 0.055 0.007
C -0.021 -0.021 -0.042
N -0.077 -0.653 0.000
H -0.060 -0.042 -0.005
H -0.045 -0.110 -0.049
H -0.066 -0.010 0.064
H 0.020 0.015 0.052
H 0.060 -0.099 -0.006
H -0.017 0.016 -0.024
H 0.000 -0.006 -0.019
H 0.021 -0.004 -0.013
H 0.049 -0.032 0.044
C -0.037 -0.001 -0.034
N 0.048 -0.031 -0.008
C -0.003 -0.009 0.079
C 0.132 -0.250 -0.270
N 0.268 -0.239 -0.278
N -0.047 0.266 0.240
C -0.121 0.039 -0.101
C 0.020 0.033 0.073
H 0.016 0.004 -0.001
H 0.021 -0.012 -0.015
H -0.021 -0.006 0.002
H 0.003 0.008 0.011
H 0.004 0.006 0.005
H 0.006 0.003 -0.018
H -0.208 0.350 0.071
H 0.048 0.040 0.008
H -0.070 -0.017 -0.038
H 0.085 0.008 0.138
H -0.015 -0.042 0.013
H 0.003 -0.016 0.003
H -0.009 0.008 -0.020
F 0.007 0.049 0.060
C 0.116 -0.075 -0.116
C 0.073 0.167 0.098
C 0.031 0.211 -0.030
F -0.125 -0.228 -0.078
C 0.050 0.072 -0.020
F -0.041 -0.026 0.056
C 0.059 -0.097 -0.115
F -0.095 0.070 0.148
C 0.017 -0.040 -0.051
F -0.005 0.096 0.047
Ge 0.180 -0.280 0.150
S -0.734 -0.576 -0.004
C 0.063 0.231 0.035
C -0.091 0.145 0.019
F 0.076 -0.007 -0.019
C -0.038 0.365 0.071
F 0.038 0.310 0.037
C -0.194 0.140 -0.120
F 0.177 -0.063 0.031
C -0.042 -0.011 -0.029
F 0.028 -0.022 0.031
C -0.067 -0.017 -0.055
F 0.015 0.027 0.118
C 0.154 0.060 -0.186
C 0.034 -0.046 0.066
F -0.024 0.026 -0.044
C -0.008 -0.006 0.015
F -0.029 0.011 -0.017
C 0.101 -0.132 0.145
F -0.062 0.144 -0.144
C 0.068 0.011 0.026
F -0.086 0.021 -0.042
C 0.092 -0.064 0.060
F -0.139 -0.064 -0.001



Here is C35H23AsCl2NO3PtS4 as an isolated structure from the OMol25 dataset. Energies are from ωB97M-V/def2-TZVPD.

**Net charge**: -1
**Orbital gap**: 6.1 eV
**HOMO energy**: -3.994 eV
**ΔE to the lowest compared entry with this formula, charge and spin**: 4.5 kJ/mol

Cartesian coordinates (Å):
Pt (-0.828, 1.253, -2.259)
O (-0.256, 1.632, -9.021)
C (-0.354, 1.563, -7.822)
S (-0.613, 0.054, -6.934)
C (-0.624, 0.757, -5.330)
C (-0.461, 2.081, -5.245)
S (-0.389, 2.913, -3.713)
S (-0.252, 2.963, -6.742)
S (-0.782, -0.267, -3.924)
C (7.181, -0.110, -0.760)
C (6.723, 1.138, -1.159)
C (5.387, 1.312, -1.489)
C (4.484, 0.254, -1.409)
C (4.954, -0.994, -1.013)
C (6.294, -1.174, -0.692)
As (2.604, 0.651, -1.900)
C (2.121, 1.219, -0.093)
C (2.271, 2.482, 0.454)
C (1.870, 2.717, 1.763)
C (1.312, 1.691, 2.515)
C (1.147, 0.428, 1.965)
C (1.549, 0.186, 0.656)
C (1.398, -1.088, -0.071)
C (0.818, -2.242, 0.440)
C (0.701, -3.365, -0.363)
C (1.151, -3.343, -1.678)
C (1.725, -2.189, -2.195)
C (1.857, -1.069, -1.390)
H (8.225, -0.252, -0.507)
H (7.408, 1.976, -1.220)
H (5.042, 2.289, -1.815)
H (4.271, -1.832, -0.944)
H (6.644, -2.152, -0.385)
H (2.682, 3.290, -0.140)
H (1.978, 3.706, 2.192)
H (0.991, 1.878, 3.533)
H (0.694, -0.363, 2.554)
H (0.438, -2.259, 1.452)
H (0.237, -4.262, 0.033)
H (1.035, -4.217, -2.306)
H (2.041, -2.157, -3.231)
Cl (-1.471, -0.501, 5.265)
C (-1.871, -1.623, 3.986)
C (-1.103, -2.764, 3.866)
C (-1.374, -3.661, 2.847)
C (-2.408, -3.390, 1.968)
C (-3.186, -2.254, 2.114)
Cl (-4.506, -2.059, 1.008)
C (-2.953, -1.323, 3.138)
N (-3.738, -0.212, 3.396)
C (-4.347, 0.620, 2.394)
C (-5.734, 0.701, 2.374)
C (-6.378, 1.505, 1.452)
C (-5.626, 2.237, 0.541)
C (-4.244, 2.173, 0.576)
C (-3.581, 1.374, 1.508)
C (-2.071, 1.382, 1.548)
C (-1.499, 1.281, 0.157)
O (-1.079, 2.326, -0.421)
O (-1.491, 0.180, -0.458)
H (-0.293, -2.930, 4.561)
H (-0.773, -4.552, 2.728)
H (-2.634, -4.061, 1.152)
H (-3.394, 0.315, 4.184)
H (-6.293, 0.097, 3.077)
H (-7.459, 1.553, 1.435)
H (-6.115, 2.857, -0.198)
H (-3.657, 2.745, -0.133)
H (-1.675, 0.565, 2.147)
H (-1.720, 2.322, 1.980)

Cartesian forces, eV/Å:
Pt -0.249 0.020 0.130
O -0.037 -0.003 0.015
C 0.064 0.010 0.010
S -0.016 -0.012 0.002
C 0.065 -0.035 -0.047
C 0.090 -0.045 -0.031
S -0.022 -0.091 0.108
S -0.009 0.015 -0.020
S -0.058 0.094 0.016
C -0.002 0.008 -0.001
C 0.007 -0.003 0.004
C -0.008 -0.001 -0.015
C 0.006 0.010 -0.031
C -0.003 0.002 0.027
C -0.005 -0.005 0.002
As 0.037 0.002 -0.003
C -0.032 0.003 0.000
C 0.012 0.003 0.000
C 0.001 -0.003 0.000
C 0.001 -0.008 0.003
C 0.017 -0.003 -0.001
C -0.004 0.010 -0.004
C 0.005 -0.006 -0.007
C -0.009 -0.005 -0.002
C -0.003 -0.001 0.010
C 0.004 0.007 -0.010
C 0.005 0.002 -0.002
C 0.002 -0.006 0.006
H 0.000 0.001 -0.001
H 0.000 -0.001 0.000
H 0.001 -0.002 -0.003
H 0.001 -0.001 -0.004
H 0.002 0.001 0.000
H 0.001 -0.001 0.001
H -0.001 0.000 0.000
H 0.002 0.002 0.000
H 0.004 0.000 0.004
H -0.014 -0.008 0.010
H -0.001 0.003 -0.001
H 0.001 -0.001 0.001
H 0.002 -0.005 0.002
Cl -0.001 0.003 0.002
C -0.002 0.002 -0.011
C -0.001 0.011 0.003
C 0.010 -0.002 -0.019
C 0.007 0.000 0.000
C 0.006 -0.006 0.007
Cl -0.006 -0.003 -0.001
C 0.014 -0.004 0.003
N -0.012 -0.014 -0.016
C 0.011 0.035 0.018
C -0.001 0.009 0.007
C 0.000 -0.001 0.005
C 0.003 -0.001 -0.001
C -0.010 -0.007 -0.017
C -0.009 0.005 -0.029
C 0.036 0.008 0.007
C 0.049 -0.020 -0.013
O -0.037 0.044 -0.038
O 0.108 0.032 -0.102
H 0.000 0.001 0.000
H -0.001 0.002 0.001
H 0.001 0.000 0.000
H -0.012 -0.002 0.018
H 0.001 -0.001 -0.001
H 0.001 -0.001 0.001
H 0.001 0.000 0.000
H -0.001 -0.001 0.004
H -0.028 -0.016 -0.023
H 0.016 -0.016 0.025



The highest net charge belongs to which entry?
C35H22BrF15GeN5NiS



Which value of ΔE to the lowest compared entry with this formula, charge and spin does entry 1 give?
16.0 kJ/mol



What is the ΔE to the lowest compared entry with this formula, charge and spin in the first record?
16.0 kJ/mol